(1)
{
  "formula": "C12H17N2",
  "method": "ωB97M-V/def2-TZVPD",
  "elements": ["N", "N", "C", "C", "C", "C", "C", "C", "C", "C", "C", "C", "C", "C", "H", "H", "H", "H", "H", "H", "H", "H", "H", "H", "H", "H", "H", "H", "H", "H", "H"],
  "coordinates": [[1.166320, 0.177307, 0.220715], [0.929222, 1.495511, -3.830421], [-1.268405, -1.307194, 2.585903], [-1.622280, -0.305657, 0.419923], [1.525740, -1.183583, -0.209126], [0.231916, 0.737185, -0.784411], [-3.348738, -1.631776, 1.430274], [-1.063830, 0.491777, -0.669222], [0.535499, 0.134444, 1.566710], [1.176818, 2.160589, -2.713946], [-2.896064, -0.858646, 0.376087], [-0.808546, -0.536966, 1.532931], [2.376687, 1.008279, 0.290783], [-2.539417, -1.857097, 2.533087], [-4.335926, -2.062012, 1.393236], [0.478779, 2.911002, -2.391268], [2.098285, 2.045478, 0.471968], [-1.746239, 0.870938, -1.413437], [-0.638930, -1.475432, 3.448328], [3.025881, 0.665140, 1.095368], [2.286858, -1.604702, 0.448909], [-3.525078, -0.687077, -0.485739], [0.410738, 1.170885, 1.901887], [2.181704, 2.181836, -2.335849], [1.210501, -0.376912, 2.258136], [2.919525, 0.944542, -0.648783], [0.642300, -1.819249, -0.182219], [-2.893564, -2.461244, 3.351133], [0.003611, 1.507508, -4.234903], [1.580120, 0.817388, -4.196561], [1.906512, -1.152262, -1.229493]],
  "forces_ev_per_angstrom": [[-0.316, -0.169, 0.397], [0.069, 0.486, 0.347], [0.086, 0.017, -0.042], [-0.033, -0.161, 0.217], [0.241, -0.919, -0.271], [0.831, 1.742, -2.101], [-0.017, -0.038, 0.060], [0.178, -0.229, 0.427], [-0.445, -0.016, 0.752], [-0.887, -1.458, 0.359], [0.120, 0.020, 0.035], [-0.051, 0.006, -0.178], [0.556, 0.452, 0.071], [-0.007, 0.036, -0.043], [-0.141, -0.063, 0.001], [-0.063, 0.086, 0.010], [-0.087, -0.109, -0.002], [-0.075, 0.115, -0.186], [0.057, -0.040, 0.082], [-0.085, -0.114, 0.024], [-0.010, 0.136, 0.053], [-0.052, 0.024, -0.063], [0.135, -0.046, -0.152], [0.097, -0.005, 0.014], [0.013, 0.079, -0.099], [-0.094, -0.085, 0.000], [0.000, 0.123, 0.016], [-0.074, -0.084, 0.121], [0.149, 0.002, 0.015], [-0.053, 0.085, 0.046], [-0.043, 0.128, 0.092]],
  "lumo_energy_ev": -3.1207,
  "homo_lumo_gap_ev": 8.38,
  "relative_energy_kcal_mol": 59.1,
  "e_homo_ev": -11.50,
  "max_force_ev_per_a": 2.853,
  "total_charge": 1
}

---

(2)
{
  "formula": "C12H17N3",
  "method": "ωB97M-V/def2-TZVPD",
  "elements": ["N", "N", "N", "C", "C", "C", "C", "C", "C", "C", "C", "C", "C", "C", "C", "H", "H", "H", "H", "H", "H", "H", "H", "H", "H", "H", "H", "H", "H", "H", "H", "H"],
  "coordinates": [[2.745807, -4.117748, 0.309992], [0.463508, -0.613029, -1.865775], [1.541949, -1.179807, -1.328693], [0.506629, -4.583530, -0.368261], [-1.464424, 0.796929, 0.853300], [1.701080, -4.937864, 0.243732], [2.641490, -2.928074, -0.223009], [0.389757, 0.752359, -2.138897], [0.032587, 2.717313, 0.672295], [-0.876234, 1.603926, -1.495476], [0.391306, 1.887237, 1.911171], [-0.916084, 1.836004, -0.071258], [-0.918928, 1.168989, 2.234623], [0.378198, -3.325583, -0.917824], [1.474067, -2.434057, -0.860043], [0.754125, 2.491019, 2.739130], [-2.556664, 0.756219, 0.831690], [0.900683, 3.010968, 0.084256], [1.836201, -5.910043, 0.697376], [-0.773951, 0.300663, 2.874774], [-0.557650, -3.044675, -1.385635], [-0.795197, 2.541591, -2.044222], [-0.315139, -5.283949, -0.408869], [-0.363110, -1.172258, -2.073818], [-1.103215, -0.195057, 0.549463], [-1.604768, 1.854368, 2.735840], [1.324625, 1.219451, -1.831679], [1.154467, 1.152556, 1.648685], [0.213212, 0.918215, -3.204833], [-1.764279, 1.061695, -1.824311], [-0.478638, 3.632741, 0.989407], [3.507145, -2.283271, -0.156287]],
  "forces_ev_per_angstrom": [[0.378, -0.157, 0.190], [-0.396, -2.086, 0.518], [-0.050, 1.759, -0.137], [0.091, -0.107, 0.116], [-0.161, -0.010, 0.094], [-0.329, -0.224, -0.072], [-0.163, 0.396, -0.219], [-0.807, 2.107, 0.124], [0.006, 0.011, 0.053], [1.002, -0.827, -1.120], [-0.108, 0.085, 0.040], [0.334, -0.453, 0.645], [0.075, -0.091, -0.009], [0.092, 0.401, -0.136], [-0.336, -1.119, 0.179], [0.118, 0.031, 0.067], [-0.074, -0.107, -0.023], [0.080, 0.082, -0.081], [-0.080, -0.095, 0.004], [-0.049, 0.000, 0.078], [-0.004, -0.011, 0.013], [-0.157, 0.089, -0.164], [-0.027, -0.048, 0.027], [0.293, 0.083, 0.128], [-0.013, -0.090, -0.008], [-0.018, 0.015, 0.041], [-0.009, -0.054, -0.090], [0.077, -0.012, 0.012], [0.297, -0.010, -0.105], [-0.158, 0.107, -0.129], [0.051, 0.174, 0.016], [0.047, 0.159, -0.051]],
  "lumo_energy_ev": [-0.3813, 0.6508],
  "homo_lumo_gap_ev": [6.69, 7.71],
  "relative_energy_kcal_mol": 80.0,
  "e_homo_ev": [-7.08, -7.06],
  "max_force_ev_per_a": 2.260
}

---

(3)
{
  "formula": "C12H17N3O3RuS",
  "method": "ωB97M-V/def2-TZVPD",
  "elements": ["Ru", "S", "O", "O", "O", "N", "N", "N", "C", "C", "C", "C", "C", "C", "C", "C", "C", "C", "C", "C", "H", "H", "H", "H", "H", "H", "H", "H", "H", "H", "H", "H", "H", "H", "H", "H", "H"],
  "coordinates": [[-0.362201, 0.530436, 0.730840], [-1.614531, 0.184854, 2.575473], [1.151574, 1.045341, -0.460736], [-1.392001, 2.281827, 0.087175], [-1.357201, -0.273958, -0.802323], [-1.284266, -2.040603, 3.999033], [0.112277, -1.925940, 2.231098], [0.537865, -1.172174, 1.228176], [4.222035, -1.239332, -1.915640], [-2.471322, 1.871307, -0.772687], [3.037825, 0.879511, -1.792800], [2.301832, -1.077554, -0.447402], [-1.686082, 3.425378, 0.919706], [-1.884779, 0.800778, -1.655371], [1.572665, -1.702627, 0.558210], [4.047317, 0.124952, -2.301055], [3.384608, -1.813214, -1.014372], [2.109942, 0.308845, -0.878168], [-2.298130, -1.367999, -0.564611], [-0.875680, -1.362505, 2.951831], [-0.841954, -2.920075, 4.233831], [-3.157420, -1.005393, -0.004277], [-2.020979, -1.693409, 4.595377], [-2.516668, 3.200001, 1.590301], [-0.784337, 3.639776, 1.485435], [4.741093, 0.560714, -3.008044], [-1.760329, -2.126746, -0.005218], [5.039778, -1.806799, -2.337568], [-2.815203, 2.715726, -1.372428], [-3.303259, 1.504349, -0.162832], [-1.928844, 4.268997, 0.276260], [-2.598357, 0.371350, -2.355111], [1.873113, -2.691101, 0.889787], [-1.019814, 1.183475, -2.194549], [2.892432, 1.913872, -2.071180], [3.537906, -2.836651, -0.698012], [-2.588904, -1.755409, -1.538150]],
  "forces_ev_per_angstrom": [[0.201, -0.955, -0.339], [0.791, 0.913, -0.822], [-1.756, 0.261, 1.513], [0.039, 0.042, -0.165], [-0.259, 0.426, -0.251], [-0.675, 0.057, 0.645], [-2.106, 0.249, 1.846], [1.960, 0.631, -1.674], [0.315, 1.004, -0.660], [0.036, 0.007, 0.007], [-0.431, 0.062, 0.270], [0.872, 0.847, -1.267], [-0.023, 0.014, 0.039], [0.021, 0.086, -0.017], [-1.667, 0.360, 1.354], [0.454, -0.774, -0.052], [-1.014, 0.173, 0.704], [1.078, -1.453, -0.082], [0.137, -0.168, -0.050], [2.114, -1.830, -1.049], [-0.055, 0.061, -0.082], [-0.016, 0.030, -0.011], [0.097, -0.073, 0.017], [-0.009, 0.011, -0.008], [-0.018, 0.008, -0.003], [-0.005, -0.001, 0.028], [0.006, -0.010, 0.038], [0.003, 0.014, -0.006], [0.043, 0.017, -0.004], [-0.027, -0.003, -0.026], [-0.021, 0.006, 0.018], [-0.063, 0.004, 0.053], [-0.031, 0.003, 0.056], [-0.004, -0.018, -0.026], [0.023, 0.018, -0.021], [-0.006, -0.006, 0.024], [-0.005, -0.015, 0.003]],
  "lumo_energy_ev": [-9.6951, -10.2626],
  "homo_lumo_gap_ev": [4.94, 4.43],
  "relative_energy_kcal_mol": 4.5,
  "e_homo_ev": [-14.63, -14.69],
  "max_force_ev_per_a": 2.987,
  "total_charge": 2
}